# 1
A molecular structure, C25H23ClIrN2O2P in a non-equilibrium geometry. Source: the OMol25 dataset; level of theory: ωB97M-V/def2-TZVPD.

Geometry (Å):
Ir -0.151 -0.051 0.997
Cl -0.001 -2.372 0.911
C 0.042 1.783 1.294
O 0.164 2.910 1.532
P 0.002 0.068 -1.146
C -1.547 -0.274 -2.051
C 0.472 1.692 -1.871
C 1.255 -1.068 -1.837
C 1.668 1.864 -2.578
C 1.977 3.113 -3.125
C 1.100 4.193 -2.950
C -0.095 4.016 -2.245
C -0.413 2.768 -1.707
H 2.358 1.026 -2.706
H 2.902 3.239 -3.691
H 1.348 5.171 -3.367
H -0.787 4.851 -2.109
H -1.348 2.625 -1.161
C -2.509 -1.093 -1.454
C -3.680 -1.402 -2.150
C -3.902 -0.887 -3.428
C -2.944 -0.054 -4.020
C -1.767 0.252 -3.333
H -2.322 -1.481 -0.452
H -4.418 -2.058 -1.685
H -4.820 -1.134 -3.966
H -3.109 0.355 -5.018
H -1.031 0.908 -3.802
C 1.025 -1.748 -3.034
C 2.021 -2.578 -3.557
C 3.225 -2.758 -2.860
C 3.428 -2.100 -1.645
C 2.449 -1.255 -1.125
H 0.076 -1.631 -3.562
H 1.854 -3.087 -4.505
H 4.001 -3.412 -3.264
H 4.360 -2.234 -1.092
H 2.573 -0.773 -0.154
H -3.000 -3.809 0.796
H -2.283 -4.026 0.708
N 1.423 0.825 7.473
C 1.565 0.894 6.118
O 2.519 1.467 5.605
C 0.506 0.240 5.309
C -0.605 -0.439 5.833
C -1.544 -0.990 4.974
C -1.374 -0.850 3.591
N -0.309 -0.193 3.109
C 0.628 0.338 3.910
H 2.110 1.266 8.053
H 0.649 0.391 7.935
H -0.733 -0.540 6.904
H -2.421 -1.527 5.319
H -2.057 -1.271 2.855
H 1.468 0.838 3.423

Results
E_LUMO (alpha / beta), eV: -6.421 / -11.152
Multiplicity: 5
Net charge: +2
HOMO (alpha / beta), eV: -11.32 / -14.47
Electronic energy, Eh: -2131.5816

***

# 2
A single C25H23ClN2O7 molecule in a non-equilibrium geometry. Source: the OMol25 dataset; level of theory: ωB97M-V/def2-TZVPD.

Geometry (Å):
C 4.911 -2.178 3.045
C 3.579 -2.835 3.189
C 3.462 -4.157 3.442
C 2.183 -4.824 3.590
O 2.028 -5.996 3.816
O 1.062 -4.038 3.458
C 1.142 -2.718 3.210
C -0.067 -2.029 3.108
C -0.072 -0.667 2.864
O -1.174 0.111 2.772
C -2.447 -0.500 2.729
C -2.664 -1.454 1.545
O -3.205 -2.527 1.728
N -2.232 -1.052 0.334
C -1.694 0.242 -0.020
C -2.516 0.839 -1.170
N -2.513 -0.068 -2.292
C -1.757 -0.012 -3.410
O -1.787 -0.889 -4.252
C -0.878 1.218 -3.656
C -1.690 2.394 -4.217
O -0.837 3.460 -4.557
C 0.113 3.736 -3.605
C 0.785 4.950 -3.672
C 1.724 5.279 -2.714
C 1.993 4.405 -1.673
C 1.346 3.186 -1.607
C 0.417 2.839 -2.579
O -0.184 1.604 -2.487
C -3.124 -1.337 -1.935
C -2.328 -1.967 -0.791
C 1.161 -0.007 2.694
Cl 1.143 1.682 2.339
C 2.352 -0.681 2.794
C 2.371 -2.055 3.062
H 5.025 -1.388 3.785
H 5.008 -1.732 2.056
H 5.709 -2.902 3.181
H 4.325 -4.794 3.550
H -0.976 -2.595 3.222
H -3.161 0.328 2.673
H -2.648 -1.068 3.644
H -1.708 0.923 0.827
H -0.657 0.126 -0.360
H -2.107 1.810 -1.435
H -3.556 0.968 -0.849
H -0.151 0.921 -4.429
H -2.205 2.099 -5.132
H -2.429 2.726 -3.473
H 0.547 5.619 -4.483
H 2.240 6.224 -2.776
H 2.714 4.667 -0.914
H 1.546 2.484 -0.814
H -3.107 -1.985 -2.811
H -4.159 -1.160 -1.628
H -2.811 -2.880 -0.439
H -1.318 -2.202 -1.144
H 3.275 -0.141 2.660

Results
E_LUMO, eV: -0.084
Relative energy (zero: lowest compared OMol25 entry of this formula, charge and spin), kcal/mol: 0.0
HOMO, eV: -8.68
Electronic energy, Eh: -2062.8844

***

# 3
A molecular structure, C25H23F3N5NaO2S. Source: the OMol25 dataset; level of theory: ωB97M-V/def2-TZVPD.

Geometry (Å):
Na -1.902 1.761 0.535
C -1.222 0.624 4.875
C -1.676 0.840 3.559
N -0.893 0.784 2.517
C 0.417 0.499 2.680
C 0.956 0.219 3.945
C 0.091 0.310 5.057
C 2.315 -0.184 4.073
C 3.063 -0.313 2.946
C 2.560 -0.003 1.665
C 1.252 0.452 1.473
N 0.611 0.765 0.334
C 1.160 1.021 -0.853
C 2.494 1.262 -1.230
C 2.845 1.571 -2.555
C 1.947 1.610 -3.581
C 0.576 1.370 -3.279
C -0.441 1.416 -4.259
C -1.743 1.205 -3.908
C -2.029 0.919 -2.559
N -1.101 0.840 -1.640
C 0.186 1.083 -1.963
H -1.914 0.693 5.706
H -2.722 1.049 3.369
H 0.487 0.111 6.048
H 2.715 -0.403 5.055
H 4.093 -0.654 3.022
H 3.212 -0.155 0.820
H 3.270 1.310 -0.487
H 3.892 1.784 -2.760
H 2.242 1.853 -4.594
H -0.170 1.653 -5.285
H -2.546 1.270 -4.634
H -3.044 0.761 -2.222
C -4.175 -1.378 1.444
O -5.177 -0.408 1.615
C -4.929 0.891 0.998
O -3.888 0.948 0.344
H -4.428 -2.211 2.104
H -3.177 -1.007 1.685
H -4.133 -1.746 0.411
F -2.116 5.404 1.266
C -1.429 4.349 0.637
F -0.122 4.550 1.143
F -1.277 4.882 -0.674
S -0.550 -2.817 1.267
C 0.288 -2.911 -0.172
N -0.348 -3.051 -1.353
C 0.301 -3.038 -2.647
C 1.618 -2.286 -2.570
C 2.434 -2.845 -1.417
N 1.637 -2.879 -0.208
H -1.338 -2.865 -1.288
H -0.386 -2.573 -3.358
H 0.480 -4.071 -2.982
H 1.432 -1.231 -2.393
H 2.166 -2.373 -3.510
H 3.308 -2.222 -1.216
H 2.788 -3.858 -1.659
H 2.041 -2.574 0.667

Results
E_LUMO, eV: 4.090
Net charge: -2
HOMO, eV: -0.91
Electronic energy, Eh: -2250.8703

***

# 4
A single C25H23FN2O4 molecule. Source: the OMol25 dataset; level of theory: ωB97M-V/def2-TZVPD.

Geometry (Å):
C 1.751 1.176 -4.142
C 0.699 1.302 -3.086
C 0.963 1.931 -1.878
C 0.019 1.982 -0.868
C -1.224 1.391 -1.055
N -2.219 1.367 -0.067
C -2.124 1.736 1.227
O -1.145 2.196 1.777
C -3.414 1.436 2.011
N -3.352 0.051 2.456
C -2.711 -0.141 3.735
C -3.736 -0.899 1.589
O -4.230 -0.620 0.503
C -3.518 -2.360 1.991
O -2.173 -2.630 2.329
C -1.203 -2.323 1.416
C -1.425 -2.136 0.055
C -0.364 -1.827 -0.772
C 0.919 -1.648 -0.263
C 1.998 -1.263 -1.199
O 1.997 -1.620 -2.361
C 3.087 -0.402 -0.665
C 2.875 0.508 0.370
C 3.903 1.326 0.798
C 5.142 1.220 0.189
F 6.148 2.011 0.613
C 5.377 0.333 -0.848
C 4.338 -0.469 -1.275
C 1.140 -1.870 1.096
C 0.094 -2.216 1.922
C -1.514 0.790 -2.278
C -0.562 0.747 -3.276
H 2.542 1.907 -3.996
H 1.326 1.301 -5.135
H 2.187 0.179 -4.083
H 1.929 2.387 -1.716
H 0.243 2.475 0.063
H -3.072 0.884 -0.337
H -3.466 2.085 2.885
H -4.299 1.571 1.386
H -3.318 0.324 4.517
H -2.579 -1.193 3.963
H -1.730 0.341 3.721
H -4.103 -2.607 2.881
H -3.862 -2.990 1.162
H -2.412 -2.229 -0.368
H -0.520 -1.696 -1.831
H 1.899 0.601 0.818
H 3.756 2.043 1.590
H 6.354 0.286 -1.304
H 4.480 -1.165 -2.088
H 2.137 -1.794 1.503
H 0.252 -2.401 2.973
H -2.488 0.346 -2.433
H -0.794 0.265 -4.214

Results
E_LUMO, eV: 0.207
HOMO, eV: -8.20
Electronic energy, Eh: -1476.8540

***

# 5
A molecular structure, C25H23GeKO5 in a non-equilibrium geometry. Source: the OMol25 dataset; level of theory: ωB97M-V/def2-TZVPD.

Geometry (Å):
K 0.344 0.706 0.079
O 1.855 0.460 -3.387
C 1.389 -0.173 -2.436
O 1.895 -0.358 -1.294
C 0.017 -0.894 -2.700
C -0.199 -2.074 -1.741
C -1.178 -3.090 -2.355
C -2.526 -2.335 -2.198
C -2.058 -1.034 -1.520
O -0.989 -1.503 -0.682
C -1.339 -0.130 -2.535
C -1.378 1.376 -2.096
O -1.245 2.207 -2.997
O -1.597 1.588 -0.867
H 0.062 -1.214 -3.740
H 0.718 -2.480 -1.327
H -0.933 -3.321 -3.392
H -1.169 -4.021 -1.786
H -3.027 -2.148 -3.147
H -3.215 -2.876 -1.547
H -2.796 -0.521 -0.912
H -1.867 -0.138 -3.489
C 1.965 -0.580 4.206
Ge 0.348 0.081 3.266
C -1.151 -1.183 3.547
C -1.818 -1.232 4.770
C -2.862 -2.120 4.976
C -3.257 -2.977 3.955
C -2.606 -2.932 2.731
C -1.562 -2.040 2.526
C -0.148 1.830 4.036
C 0.549 2.302 5.121
C 0.227 3.528 5.735
C -0.791 4.292 5.238
C -1.525 3.867 4.104
C -2.546 4.671 3.546
C -3.211 4.280 2.417
C -2.895 3.054 1.801
C -1.940 2.241 2.343
C -1.208 2.621 3.495
H 1.814 -0.686 5.281
H 2.794 0.105 4.029
H 2.225 -1.557 3.801
H -1.528 -0.554 5.567
H -3.374 -2.143 5.930
H -4.073 -3.672 4.112
H -2.914 -3.587 1.925
H -1.086 -2.008 1.552
H 1.368 1.718 5.527
H 0.793 3.861 6.595
H -1.043 5.242 5.694
H -2.777 5.618 4.021
H -3.971 4.917 1.983
H -3.367 2.757 0.874
H -1.740 1.303 1.839

Results
E_LUMO (alpha / beta), eV: 2.283 / 0.797
Multiplicity: 2
Net charge: -1
HOMO (alpha / beta), eV: -4.74 / -4.74
Electronic energy, Eh: -4019.5996

***

# 6
A molecular structure, C25H23N4O7ReS3. Source: the OMol25 dataset; level of theory: ωB97M-V/def2-TZVPD.

Geometry (Å):
Re 0.008 0.200 -0.267
C 2.800 5.070 -1.308
C 1.732 5.435 -0.492
C 0.967 4.463 0.113
C 1.251 3.099 -0.109
C 2.293 2.742 -0.979
C 3.072 3.727 -1.545
N 0.465 2.119 0.489
C 0.150 2.274 1.827
C 0.771 3.125 2.754
C 0.331 3.114 4.063
C -0.693 2.264 4.478
C -1.277 1.374 3.590
C -0.822 1.379 2.286
N -1.220 0.476 1.283
N -2.347 -0.100 1.467
C -2.641 -0.892 0.389
C -3.774 -1.703 0.404
C -4.047 -2.464 -0.705
C -3.194 -2.378 -1.808
C -2.100 -1.552 -1.763
N -1.800 -0.803 -0.673
H 3.408 5.834 -1.773
H 1.492 6.478 -0.342
H 0.112 4.747 0.712
H 2.491 1.700 -1.180
H 3.891 3.446 -2.192
H 1.606 3.743 2.463
H 0.814 3.758 4.785
H -1.006 2.267 5.513
H -2.032 0.666 3.900
H -4.389 -1.713 1.291
H -4.910 -3.115 -0.728
H -3.373 -2.957 -2.702
H -1.418 -1.482 -2.589
O 0.487 -2.264 -1.619
S 1.585 -1.550 -2.252
O 1.837 -1.789 -3.635
O 1.359 -0.084 -1.949
C 3.038 -2.049 -1.349
C 4.023 -2.667 -2.097
C 5.144 -3.220 -1.484
C 5.275 -3.170 -0.113
C 4.297 -2.541 0.651
C 3.186 -1.979 0.045
S 2.136 -1.053 1.134
O 2.122 0.328 0.574
O 2.605 -1.216 2.463
O 0.696 -1.439 0.916
H 3.897 -2.730 -3.168
H 5.901 -3.697 -2.091
H 6.134 -3.606 0.376
H 4.401 -2.476 1.724
C -1.894 1.019 -3.277
S -0.946 1.762 -1.961
C -2.251 2.665 -1.140
O -0.055 2.709 -2.626
H -2.242 1.856 -3.880
H -2.731 0.431 -2.914
H -1.200 0.416 -3.860
H -3.038 1.976 -0.834
H -2.627 3.395 -1.856
H -1.836 3.171 -0.272

Results
E_LUMO (alpha / beta), eV: -4.322 / -5.809
Relative energy (zero: lowest compared OMol25 entry of this formula, charge and spin), kcal/mol: 0.0
Multiplicity: 2
Net charge: +1
HOMO (alpha / beta), eV: -11.19 / -11.59
Electronic energy, Eh: -2984.7909

***

# 7
A molecular structure, C25H23N7O3SnTe. Source: the OMol25 dataset; level of theory: ωB97M-V/def2-TZVPD.

Geometry (Å):
Sn 0.504 -0.392 -0.680
O 2.646 -0.007 -0.006
N 2.881 -0.017 1.240
N 1.833 -0.090 1.952
O 0.610 -0.132 1.443
C 1.951 -0.116 3.396
C 3.200 -0.109 4.008
C 3.267 -0.142 5.390
C 2.108 -0.183 6.154
C 0.872 -0.176 5.527
C 0.786 -0.143 4.141
H 4.095 -0.081 3.404
H 4.237 -0.134 5.872
H 2.170 -0.221 7.235
H -0.037 -0.194 6.115
H -0.166 -0.142 3.632
N -2.138 0.060 -0.309
C -3.263 0.164 -0.051
N -4.552 0.278 0.225
C -5.058 0.023 1.580
C -6.479 -0.481 1.464
O -7.284 0.422 0.718
C -6.797 0.582 -0.607
C -5.401 1.160 -0.595
H -5.040 0.950 2.160
H -4.428 -0.718 2.067
H -6.925 -0.558 2.452
H -6.484 -1.468 0.989
H -7.477 1.263 -1.114
H -6.799 -0.382 -1.126
H -5.419 2.161 -0.156
H -4.989 1.221 -1.599
Te 0.056 3.044 0.286
C -1.971 3.647 0.183
C -2.577 3.896 -1.046
C -3.893 4.340 -1.097
C -4.616 4.523 0.077
C -4.021 4.255 1.304
C -2.700 3.819 1.359
C 0.775 5.020 0.063
C 0.932 5.588 -1.198
C 1.403 6.889 -1.317
C 1.723 7.623 -0.182
C 1.572 7.055 1.077
C 1.099 5.753 1.202
H -2.020 3.753 -1.964
H -4.355 4.546 -2.055
H -5.640 4.872 0.035
H -4.579 4.400 2.222
H -2.233 3.623 2.316
H 0.687 5.019 -2.086
H 1.523 7.330 -2.300
H 2.098 8.635 -0.279
H 1.822 7.624 1.965
H 0.980 5.311 2.183
N 0.407 -2.530 -0.375
C 0.099 -3.597 0.012
N -0.149 -4.774 0.357
C -1.080 -5.328 1.112
N -1.873 -5.878 1.755

Results
E_LUMO, eV: 0.136
Relative energy (zero: lowest compared OMol25 entry of this formula, charge and spin), kcal/mol: 17.6
HOMO, eV: -8.29
Electronic energy, Eh: -2057.6446

***

# 8
A molecular structure, C25H24BBrN8O2V. Source: the OMol25 dataset; level of theory: ωB97M-V/def2-TZVPD.

Geometry (Å):
V -0.033 -0.115 -0.033
O 2.016 2.571 4.189
C 1.916 1.285 4.637
C 2.295 1.029 5.948
C 2.234 -0.262 6.446
C 1.793 -1.306 5.643
C 1.417 -1.046 4.333
C 1.470 0.243 3.821
C 1.118 0.488 2.370
O 0.671 -0.611 1.691
N 0.092 1.596 2.354
N -0.594 1.567 1.145
C -1.556 2.393 0.993
C -2.435 2.390 -0.167
Br -2.411 0.789 -1.204
C -3.203 3.438 -0.471
C -4.147 3.638 -1.579
C -5.008 2.641 -2.039
C -5.880 2.899 -3.084
C -5.905 4.148 -3.687
C -5.065 5.152 -3.224
C -4.204 4.901 -2.170
H 1.514 2.656 3.363
H 2.637 1.855 6.558
H 2.536 -0.453 7.468
H 1.752 -2.316 6.029
H 1.092 -1.835 3.667
H 2.001 0.922 1.877
H -0.561 1.462 3.122
H -1.765 3.138 1.760
H -3.069 4.295 0.185
H -5.016 1.670 -1.564
H -6.548 2.119 -3.427
H -6.583 4.342 -4.507
H -5.086 6.133 -3.681
H -3.556 5.689 -1.803
C 4.269 -0.432 0.979
C 3.983 -1.807 1.066
N 3.262 -2.218 0.035
N 3.048 -1.123 -0.721
C 3.646 -0.036 -0.181
B 2.339 -1.271 -2.075
N 1.806 0.131 -2.480
C 2.200 0.886 -3.513
C 1.554 2.105 -3.441
C 0.763 2.008 -2.297
N 0.923 0.814 -1.723
N 1.158 -2.254 -1.909
C 1.042 -3.486 -2.422
C -0.082 -4.081 -1.888
C -0.600 -3.119 -1.020
N 0.156 -2.023 -1.039
H 4.828 0.178 1.668
H 4.272 -2.507 1.834
H 3.592 0.931 -0.657
H 3.052 -1.675 -2.958
H 2.914 0.505 -4.223
H 1.643 2.940 -4.114
H 0.092 2.734 -1.866
H 1.775 -3.857 -3.117
H -0.461 -5.069 -2.085
H -1.471 -3.167 -0.386

Results
E_LUMO (alpha / beta), eV: -0.862 / -0.976
Relative energy (zero: lowest compared OMol25 entry of this formula, charge and spin), kcal/mol: 5.0
Multiplicity: 4
HOMO (alpha / beta), eV: -7.31 / -8.20
Electronic energy, Eh: -5098.5528

***

Repeat the fourth record exactly.
A single C25H23FN2O4 molecule. Source: the OMol25 dataset; level of theory: ωB97M-V/def2-TZVPD.

Geometry (Å):
C 1.751 1.176 -4.142
C 0.699 1.302 -3.086
C 0.963 1.931 -1.878
C 0.019 1.982 -0.868
C -1.224 1.391 -1.055
N -2.219 1.367 -0.067
C -2.124 1.736 1.227
O -1.145 2.196 1.777
C -3.414 1.436 2.011
N -3.352 0.051 2.456
C -2.711 -0.141 3.735
C -3.736 -0.899 1.589
O -4.230 -0.620 0.503
C -3.518 -2.360 1.991
O -2.173 -2.630 2.329
C -1.203 -2.323 1.416
C -1.425 -2.136 0.055
C -0.364 -1.827 -0.772
C 0.919 -1.648 -0.263
C 1.998 -1.263 -1.199
O 1.997 -1.620 -2.361
C 3.087 -0.402 -0.665
C 2.875 0.508 0.370
C 3.903 1.326 0.798
C 5.142 1.220 0.189
F 6.148 2.011 0.613
C 5.377 0.333 -0.848
C 4.338 -0.469 -1.275
C 1.140 -1.870 1.096
C 0.094 -2.216 1.922
C -1.514 0.790 -2.278
C -0.562 0.747 -3.276
H 2.542 1.907 -3.996
H 1.326 1.301 -5.135
H 2.187 0.179 -4.083
H 1.929 2.387 -1.716
H 0.243 2.475 0.063
H -3.072 0.884 -0.337
H -3.466 2.085 2.885
H -4.299 1.571 1.386
H -3.318 0.324 4.517
H -2.579 -1.193 3.963
H -1.730 0.341 3.721
H -4.103 -2.607 2.881
H -3.862 -2.990 1.162
H -2.412 -2.229 -0.368
H -0.520 -1.696 -1.831
H 1.899 0.601 0.818
H 3.756 2.043 1.590
H 6.354 0.286 -1.304
H 4.480 -1.165 -2.088
H 2.137 -1.794 1.503
H 0.252 -2.401 2.973
H -2.488 0.346 -2.433
H -0.794 0.265 -4.214

Results
E_LUMO, eV: 0.207
HOMO, eV: -8.20
Electronic energy, Eh: -1476.8540